{"formula": "C3H4O2S2", "method": "ωB97M-V/def2-TZVPD", "symbols": ["C", "C", "C", "O", "O", "S", "S", "H", "H", "H", "H"], "coordinates": [[-0.612, -0.162, -0.243], [0.282, -1.189, -0.018], [-0.149, 1.285, -0.276], [-0.094, -2.467, -0.215], [-0.806, 2.064, 0.681], [1.945, -0.865, 0.248], [1.819, 1.146, -0.404], [-1.632, -0.355, -0.466], [-0.170, 2.037, -1.094], [0.543, -3.019, 0.272], [-1.127, 1.526, 1.517]], "atomic_forces_ev_per_a": [[1.961, 0.045, -0.215], [-1.798, 1.914, -0.984], [0.416, -0.260, 0.160], [0.106, -0.469, 0.534], [-0.391, -1.351, 2.765], [0.544, -2.722, 1.068], [-0.725, 3.394, -0.010], [-0.755, -0.237, 0.033], [-0.483, -1.518, -0.482], [-0.179, -0.030, -0.287], [1.304, 1.235, -2.582]], "mulliken_charge": [-0.81, 0.64, 0.09, -0.43, -0.54, -0.20, -0.15, 0.37, 0.34, 0.31, 0.37], "e_lumo_ev": [0.5833, -2.5037], "homo_lumo_gap_ev": [6.410, 6.409], "multiplicity": 3, "homo_ha": [-0.214, -0.328]}

{"formula": "C3H4P2", "method": "ωB97M-V/def2-TZVPD", "symbols": ["H", "P", "C", "C", "P", "C", "H", "H", "H"], "coordinates": [[-2.038, 0.780, 0.560], [-1.432, 0.851, 1.834], [0.039, 0.183, 1.376], [0.337, -0.291, 0.003], [-0.537, -0.134, -1.630], [0.983, -0.928, -1.010], [0.829, 0.041, 2.103], [0.041, 1.106, -2.026], [1.777, -1.607, -1.210]], "atomic_forces_ev_per_a": [[-0.035, 0.031, -0.143], [0.613, -0.173, 0.163], [0.125, -0.615, -1.292], [0.432, -0.639, -1.879], [0.305, -0.136, 0.201], [-1.804, 1.588, 3.041], [-0.017, 0.036, 0.172], [-0.081, 0.144, -0.141], [0.461, -0.237, -0.123]], "mulliken_charge": [-0.02, -0.02, -0.21, -0.01, -0.15, -0.30, 0.32, -0.01, 0.39], "smiles": "[H]/P=C\\C1=[PH]=C1", "e_lumo_ev": -0.6993, "homo_lumo_gap_ev": 7.901, "homo_ha": -0.316}

{"formula": "C25H22BBrIrN10", "method": "ωB97M-V/def2-TZVPD", "symbols": ["Ir", "C", "C", "N", "N", "C", "B", "N", "C", "C", "C", "N", "N", "C", "C", "C", "N", "N", "C", "C", "C", "N", "H", "H", "H", "H", "H", "H", "H", "H", "H", "H", "H", "H", "C", "C", "C", "C", "C", "Br", "N", "C", "H", "H", "H", "H", "H", "H", "N", "C", "C", "C", "C", "C", "C", "C", "H", "H", "H", "H"], "coordinates": [[0.002, 0.634, 0.850], [3.823, -1.109, 1.508], [2.712, -0.447, 2.004], [1.820, -0.269, 1.018], [2.336, -0.816, -0.103], [3.543, -1.329, 0.173], [1.533, -0.924, -1.432], [0.148, -1.582, -1.011], [-0.490, -2.696, -1.385], [-1.659, -2.837, -0.654], [-1.690, -1.738, 0.182], [-0.604, -0.987, -0.054], [1.219, 0.516, -1.911], [1.432, 1.165, -3.066], [1.025, 2.482, -2.911], [0.564, 2.566, -1.603], [0.677, 1.374, -1.014], [2.329, -1.697, -2.431], [2.398, -3.000, -2.845], [3.490, -3.133, -3.650], [4.069, -1.847, -3.674], [3.389, -0.993, -2.937], [4.707, -1.391, 2.051], [2.515, -0.100, 3.003], [4.118, -1.805, -0.604], [-0.121, -3.315, -2.182], [-2.388, -3.623, -0.741], [-2.417, -1.420, 0.911], [1.895, 0.663, -3.896], [1.081, 3.270, -3.641], [0.155, 3.408, -1.067], [1.709, -3.761, -2.525], [3.830, -4.027, -4.140], [4.955, -1.517, -4.192], [-3.617, 1.395, -3.056], [-3.348, 1.728, -1.617], [-4.203, 2.515, -0.851], [-3.869, 2.808, 0.457], [-2.691, 2.309, 0.987], [-2.285, 2.805, 2.748], [-1.856, 1.532, 0.282], [-2.201, 1.270, -1.003], [-4.615, 1.712, -3.350], [-3.535, 0.323, -3.235], [-2.901, 1.901, -3.706], [-5.120, 2.905, -1.275], [-4.501, 3.424, 1.079], [-1.515, 0.664, -1.575], [-1.115, 0.525, 7.993], [-0.905, 0.434, 6.866], [-0.654, 0.326, 5.461], [0.148, 1.297, 4.836], [0.375, 1.189, 3.485], [-0.242, 0.150, 2.749], [-0.900, -0.899, 3.400], [-1.173, -0.767, 4.748], [0.581, 2.100, 5.418], [1.025, 1.926, 3.007], [-1.232, -1.772, 2.854], [-1.757, -1.514, 5.268]], "atomic_forces_ev_per_a": [[0.865, -1.980, -1.488], [-0.146, 0.181, 0.365], [0.419, -0.111, 0.297], [-0.686, 0.439, 0.000], [0.182, -0.165, -0.201], [-0.235, 0.064, -0.263], [0.135, 0.044, -0.111], [0.242, -0.283, -0.365], [0.248, 0.318, -0.216], [-0.353, 0.326, 0.441], [-0.633, -0.422, -0.110], [0.777, 0.774, 0.747], [0.002, -0.097, 0.171], [0.006, 0.192, 0.064], [0.040, -0.047, 0.000], [0.069, -0.051, -0.339], [-0.042, 0.596, -0.074], [-0.111, 0.145, -0.059], [-0.055, -0.055, 0.160], [0.065, 0.002, -0.006], [0.034, 0.041, 0.067], [-0.045, -0.062, -0.128], [0.009, 0.001, -0.009], [-0.021, -0.002, 0.012], [0.023, -0.033, 0.008], [0.051, 0.027, -0.006], [-0.009, -0.016, 0.045], [-0.018, -0.039, -0.009], [-0.033, -0.008, -0.037], [0.009, -0.007, -0.009], [-0.002, 0.009, -0.014], [0.030, 0.011, 0.007], [-0.003, 0.008, -0.024], [-0.001, -0.005, -0.005], [-0.016, 0.005, -0.002], [0.100, -0.036, 0.001], [0.010, 0.059, 0.135], [-0.019, -0.047, -0.134], [-0.113, 0.168, 0.341], [-0.001, -0.044, -0.164], [0.048, -0.046, 0.269], [-0.220, 0.001, -0.207], [-0.001, -0.008, 0.002], [0.004, -0.004, -0.007], [-0.005, -0.002, -0.001], [-0.006, -0.008, -0.003], [-0.004, 0.011, -0.017], [-0.033, 0.003, 0.024], [0.040, -0.011, -0.160], [-0.124, 0.034, 0.347], [0.037, 0.014, -0.355], [-0.314, -0.454, 0.600], [-0.320, -0.775, -0.791], [-0.222, 0.104, 1.329], [-0.017, 0.845, -0.582], [0.492, 0.279, 0.486], [0.009, -0.031, 0.014], [-0.047, 0.105, -0.120], [-0.145, 0.059, 0.040], [0.057, -0.017, 0.043]], "mulliken_charge": [1.46, -1.29, -0.07, -0.66, 0.77, 0.09, 0.59, 0.61, 0.38, -1.71, -0.49, -0.44, 0.66, 0.20, -1.35, -0.16, -0.89, 0.13, 0.00, -0.91, -0.29, -1.05, 0.46, 0.51, 0.45, 0.56, 0.49, 0.77, 0.61, 0.48, 0.48, 0.43, 0.47, 0.49, -1.47, 0.22, -0.60, -0.65, -0.04, 0.03, 0.01, 0.41, 0.43, 0.36, 0.33, 0.46, 0.49, 0.37, -0.41, -0.31, 0.46, -0.64, -0.85, 0.56, -0.30, -0.80, 0.52, 0.42, 0.74, 0.51], "e_lumo_ev": [-8.1629, -10.4621], "total_charge": 2, "homo_lumo_gap_ev": [6.358, 4.022], "multiplicity": 2, "homo_ha": [-0.534, -0.532]}

{"formula": "C29H27AlN2O2P2S2", "method": "ωB97M-V/def2-TZVPD", "symbols": ["Al", "S", "P", "C", "P", "S", "C", "C", "C", "C", "C", "C", "C", "C", "C", "C", "C", "C", "C", "C", "C", "C", "C", "C", "C", "C", "C", "C", "C", "C", "H", "H", "H", "H", "H", "H", "H", "H", "H", "H", "H", "H", "H", "H", "H", "H", "H", "H", "H", "H", "C", "C", "N", "O", "C", "C", "N", "O", "H", "H", "H", "H", "H", "H", "H"], "coordinates": [[-1.552, 0.439, -1.754], [-3.775, -1.092, -1.889], [0.785, -1.070, 0.208], [-0.304, 0.070, -0.220], [-0.927, 1.283, 0.839], [-2.442, 2.261, -0.389], [0.254, 2.534, 1.182], [1.268, 2.835, 0.286], [1.580, 4.170, 0.008], [0.977, 5.223, 0.694], [0.148, 4.882, 1.737], [-0.258, 3.607, 1.956], [-1.734, 0.716, 2.277], [-1.310, 1.026, 3.574], [-2.099, 0.659, 4.673], [-3.238, -0.111, 4.444], [-3.563, -0.508, 3.177], [-2.924, 0.025, 2.061], [2.197, -1.448, -0.774], [2.980, -0.381, -1.300], [3.903, -0.792, -2.301], [4.070, -2.132, -2.735], [3.425, -3.152, -1.996], [2.638, -2.798, -0.931], [1.250, -0.964, 1.934], [2.157, -0.008, 2.415], [2.536, 0.012, 3.808], [2.084, -0.983, 4.682], [1.036, -1.845, 4.217], [0.539, -1.736, 2.945], [1.807, 2.100, -0.284], [2.183, 4.415, -0.869], [1.127, 6.223, 0.350], [-0.296, 5.649, 2.325], [-1.077, 3.413, 2.674], [-0.391, 1.582, 3.717], [-1.909, 0.972, 5.696], [-3.844, -0.365, 5.304], [-4.456, -1.199, 3.055], [-3.085, -0.411, 1.066], [2.895, 0.655, -0.928], [4.495, -0.011, -2.798], [4.611, -2.318, -3.670], [3.472, -4.177, -2.378], [2.210, -3.592, -0.280], [2.669, 0.643, 1.705], [3.224, 0.763, 4.148], [2.437, -1.101, 5.702], [0.561, -2.545, 4.896], [-0.392, -2.261, 2.605], [-2.829, -2.372, -4.603], [-1.991, -1.392, -3.922], [-2.352, -0.923, -2.733], [-4.830, 0.144, -2.558], [-0.685, -1.017, -4.422], [0.228, -1.746, -5.495], [-0.095, -0.177, -3.668], [-0.883, 0.948, -3.313], [-3.772, -2.535, -4.014], [-2.379, -3.365, -4.726], [-2.972, -2.153, -5.668], [-4.534, 1.079, -2.372], [-0.222, -2.730, -5.694], [1.291, -1.650, -5.196], [0.082, -1.268, -6.481]], "atomic_forces_ev_per_a": [[0.957, 0.351, -0.603], [-0.657, 1.108, -1.107], [-0.265, -1.937, 1.310], [-1.555, 1.526, -0.973], [-0.585, 0.047, -2.386], [1.584, -1.660, 0.400], [-0.234, 1.724, 0.856], [0.360, 0.784, -0.363], [-0.051, 0.309, -0.341], [0.561, -1.447, -0.583], [-0.259, 1.129, 0.307], [-0.478, -1.598, 0.182], [-0.616, 0.425, 1.396], [-0.330, 0.029, 0.429], [-0.146, 0.011, -0.621], [0.701, 0.581, 1.019], [-2.287, -0.823, -1.166], [0.967, -1.992, 0.408], [2.224, 0.547, 0.325], [0.280, -2.179, -0.979], [0.304, 0.537, -0.037], [-1.132, 0.914, 0.764], [1.055, 0.530, -1.398], [-1.884, 0.246, 0.339], [-0.467, 0.572, 2.498], [0.420, -0.969, 0.977], [-0.564, -0.952, -0.925], [-1.061, -0.081, -1.371], [0.438, 0.783, 0.694], [0.193, -0.002, -2.289], [-0.449, -0.365, -0.228], [0.160, -0.290, 0.419], [0.107, 0.510, 0.172], [-0.306, 0.606, 0.406], [0.585, 0.220, -0.516], [-0.015, -0.087, 0.058], [0.397, -0.002, -0.271], [-0.072, -0.279, -0.134], [1.227, 0.974, -0.027], [-0.525, 0.646, 0.263], [-0.130, -0.781, -0.740], [-0.266, -0.369, 0.175], [-0.059, -0.076, 0.610], [0.259, 0.244, 0.637], [-0.031, 0.692, -0.716], [-0.133, -0.009, 0.321], [0.304, 0.177, 0.068], [0.032, 0.259, -0.192], [0.092, 0.114, 0.067], [1.122, 0.183, 0.496], [-1.174, -1.387, -0.360], [1.329, -0.873, -3.335], [-1.096, 0.551, 3.421], [0.746, 0.089, 0.450], [-1.693, -2.300, -0.368], [-2.092, 0.626, 0.581], [3.143, 3.317, 0.319], [0.431, 0.252, 0.848], [0.614, 0.236, -1.030], [0.333, -0.069, 0.611], [-0.594, 0.534, 0.259], [-0.090, -1.485, 0.123], [0.909, -0.223, 0.446], [-0.767, -0.486, -0.096], [0.227, 0.338, 0.504]], "mulliken_charge": [0.00, -0.11, -0.47, 0.14, 0.59, -0.59, 1.49, -0.15, -0.62, -0.68, -0.69, -0.87, 0.39, 0.24, -1.14, -0.41, -0.78, -0.51, 0.97, -0.31, -0.60, -0.57, -0.42, -0.53, 0.31, 0.08, -0.77, -0.45, -0.55, -0.13, 0.19, 0.37, 0.43, 0.41, 0.34, 0.64, 0.41, 0.42, 0.32, 0.09, 0.20, 0.30, 0.40, 0.35, 0.36, 0.36, 0.47, 0.42, 0.39, 0.35, -1.60, 0.76, 0.35, -0.48, 0.77, -1.18, -0.52, -0.36, 0.32, 0.31, 0.34, 0.30, 0.30, 0.32, 0.30], "e_lumo_ev": [-0.2311, -1.0131], "homo_lumo_gap_ev": [6.890, 4.910], "homo_ha": [-0.262, -0.218]}